The following is a quantum chemistry calculation of the ion C4H9N2 with charge +1 at a distorted geometry, from OMol25.

For the max |F|, the calculation gives 0.1100 Eh/bohr. The gap between HOMO and LUMO (alpha / beta) comes out at 9.704 / 9.705 eV. Its HOMO energy (alpha / beta) is -14.987 / -14.988 eV. The value obtained for the LUMO energy (alpha / beta) is -5.28 / -5.28 eV. The total charge is +1. The spin multiplicity is 1. The energy comes out at -7262.732 eV.

Structure (XYZ):
```
15
Properties=species:S:1:pos:R:3:lowdin_charge:R:1
C -0.350 -0.236 -0.005 0.058
C 0.309 -1.972 0.958 -0.323
C 0.136 1.985 -0.647 -0.093
C -0.923 0.894 -0.702 -0.148
N 0.247 -0.562 1.075 0.144
N -0.154 -2.258 -0.326 0.144
H 1.340 -2.154 1.310 0.144
H -0.359 -2.478 1.727 0.164
H -0.159 2.787 -1.375 0.114
H 1.201 1.628 -0.772 0.110
H 0.249 2.556 0.265 0.076
H -1.014 0.714 -1.772 0.142
H -1.844 1.273 -0.277 0.149
H 0.705 0.170 1.606 0.192
H 0.617 -2.348 -1.065 0.126
```


The following is a quantum chemistry calculation of a structure of composition C39H67CrGeN8O6PSi3, from OMol25.

For the max |F|, the calculation gives 0.0116 Eh/bohr. The gap between HOMO and LUMO (alpha / beta) comes out at 4.957 / 4.496 eV. The expectation value of S² is 8.83. Its HOMO energy (alpha / beta) is -12.772 / -12.909 eV. The value obtained for the LUMO energy (alpha / beta) is -7.82 / -8.41 eV. The total charge is +3. The spin multiplicity is 6. The energy comes out at -183579.880 eV.

Structure (XYZ):
```
126
Properties=species:S:1:pos:R:3:lowdin_charge:R:1
Cr -0.337 0.438 -0.022 0.719
C -0.274 -4.314 2.748 0.006
N -0.756 -2.960 2.454 -0.093
C -1.723 -2.384 3.391 0.015
C -0.316 -2.272 1.418 -0.372
O -0.748 -1.127 1.150 -0.103
C 0.774 -2.888 0.564 -0.077
O 0.893 -2.150 -0.632 -0.252
C 2.205 -1.819 -1.009 -0.109
C 2.615 -0.532 -0.307 -0.357
O 1.716 0.224 0.130 -0.069
N 3.899 -0.250 -0.172 -0.105
C 4.343 0.923 0.579 0.003
C 4.968 -1.122 -0.672 0.006
H -0.818 -4.684 3.613 0.107
H 0.788 -4.316 2.990 0.109
H -0.469 -4.992 1.918 0.096
H -1.312 -2.437 4.398 0.109
H -2.652 -2.951 3.355 0.109
H -1.915 -1.350 3.126 0.086
H 0.550 -3.930 0.324 0.127
H 1.704 -2.879 1.143 0.163
H 2.201 -1.653 -2.090 0.130
H 2.895 -2.636 -0.798 0.140
H 3.486 1.455 0.975 0.079
H 4.924 1.578 -0.070 0.101
H 4.985 0.601 1.399 0.113
H 4.677 -1.622 -1.592 0.098
H 5.257 -1.856 0.080 0.115
H 5.832 -0.501 -0.896 0.106
C -7.498 7.287 9.580 -0.048
O -7.942 6.785 8.323 -0.051
C -7.062 6.163 7.531 -0.269
C -7.568 5.693 6.310 0.028
C -6.745 5.044 5.425 -0.008
C -5.391 4.839 5.727 -0.167
C -4.898 5.307 6.942 -0.022
C -5.716 5.965 7.844 0.002
C -4.557 4.149 4.760 -0.226
N -4.954 3.688 3.594 0.201
C -3.846 3.142 3.013 -0.175
C -2.743 3.265 3.846 -0.114
N -3.211 3.902 4.958 0.198
C -1.466 2.668 3.571 -0.057
C -0.400 2.576 4.463 0.032
C 0.753 1.912 4.075 -0.022
C 0.811 1.355 2.814 -0.103
N -0.203 1.448 1.941 0.053
C -1.313 2.080 2.300 -0.134
C -2.378 2.215 1.244 -0.174
N -2.292 1.142 0.245 0.009
C -3.365 0.951 -0.466 -0.204
C -4.634 1.525 -0.229 -0.014
C -4.843 2.226 0.945 0.023
C -3.762 2.489 1.765 -0.059
H -8.369 7.743 10.040 0.101
H -6.721 8.042 9.445 0.100
H -7.132 6.479 10.215 0.100
H -8.613 5.858 6.090 0.131
H -7.137 4.685 4.484 0.116
H -3.859 5.173 7.220 0.106
H -5.303 6.316 8.777 0.110
H -2.692 4.166 5.778 0.153
H -0.467 3.007 5.453 0.127
H 1.592 1.817 4.749 0.121
H 1.681 0.811 2.473 0.102
H -3.275 0.260 -1.295 0.038
H -5.441 1.299 -0.910 0.119
H -5.828 2.548 1.254 0.135
C -2.479 2.152 -3.212 -0.189
Si -1.448 0.703 -3.768 0.395
C -2.326 -0.174 -5.175 -0.190
C 0.255 1.221 -4.324 -0.189
Ge -1.203 -1.235 -2.255 0.864
Si -0.104 -2.925 -3.677 0.381
C 1.194 -2.213 -4.833 -0.211
C 0.734 -4.324 -2.740 -0.189
C -1.479 -3.689 -4.697 -0.198
Si -3.031 -2.554 -1.263 0.391
C -2.423 -4.305 -0.984 -0.187
C -3.870 -2.016 0.326 -0.180
C -4.273 -2.494 -2.665 -0.194
H -2.305 2.945 -3.946 0.056
H -2.212 2.548 -2.238 0.005
H -3.545 1.925 -3.227 0.045
H -2.668 0.622 -5.845 0.059
H -3.207 -0.743 -4.883 0.027
H -1.660 -0.817 -5.749 0.026
H 0.111 1.969 -5.110 0.060
H 0.836 0.406 -4.747 0.006
H 0.811 1.710 -3.528 -0.013
H 1.880 -1.505 -4.366 0.011
H 0.751 -1.719 -5.699 0.036
H 1.792 -3.046 -5.210 0.050
H 1.736 -4.063 -2.398 0.025
H 0.859 -5.137 -3.461 0.058
H 0.168 -4.725 -1.902 0.010
H -2.101 -2.978 -5.240 0.018
H -2.131 -4.333 -4.108 0.027
H -0.992 -4.325 -5.442 0.057
H -1.705 -4.373 -0.163 0.012
H -1.992 -4.787 -1.857 0.015
H -3.297 -4.891 -0.683 0.057
H -3.248 -1.442 1.007 0.006
H -4.190 -2.930 0.835 0.049
H -4.771 -1.437 0.121 0.041
H -3.888 -2.860 -3.615 0.015
H -4.676 -1.490 -2.816 0.036
H -5.113 -3.136 -2.383 0.058
N 2.635 4.109 -2.964 0.139
C 2.404 3.361 -1.676 -0.160
P 0.554 3.480 -1.401 0.483
O 0.109 4.057 -2.706 -0.307
O 0.013 2.133 -0.971 -0.406
C 0.368 4.704 -0.079 -0.314
N -1.028 5.099 0.016 -0.011
H 1.645 4.311 -3.305 0.112
H 3.136 3.564 -3.664 0.165
H 3.141 4.985 -2.831 0.169
H 2.992 3.812 -0.880 0.105
H 2.711 2.326 -1.806 0.089
H 1.058 5.528 -0.321 0.099
H 0.708 4.266 0.865 0.095
H -2.105 3.153 0.703 0.157
H -1.352 5.494 -0.861 0.085
H -1.158 5.806 0.731 0.092
```


The following is a quantum chemistry calculation of a cluster of 2 separate species, C6H10O2S2 in total at a distorted geometry, from OMol25.

For the max |F|, the calculation gives 0.0575 Eh/bohr. The gap between HOMO and LUMO (alpha / beta) comes out at 9.007 / 6.037 eV. Its HOMO energy (alpha / beta) is -9.795 / -8.302 eV. The value obtained for the LUMO energy (alpha / beta) is -0.79 / -2.27 eV. The spin multiplicity is 1. The energy comes out at -32142.531 eV.

Structure (XYZ):
```
20
Properties=species:S:1:pos:R:3:lowdin_charge:R:1
C -2.000 1.483 -0.764 -0.274
C 1.538 0.464 0.277 -0.463
C -0.320 -0.647 1.602 -0.036
C 0.733 -1.903 -1.090 -0.046
C 0.112 0.221 0.418 -0.388
C 0.720 -0.409 -0.825 -0.230
O -4.382 1.935 -0.176 -0.559
O 3.641 1.975 0.247 -0.551
S -2.963 2.329 0.105 0.849
S 2.246 1.952 -0.228 0.934
H -2.192 0.812 -1.591 0.046
H 2.136 -0.066 1.044 0.124
H 0.591 -0.675 2.394 0.139
H -0.693 -1.619 1.274 0.063
H -1.144 -0.261 2.156 0.053
H 0.379 -2.406 -0.110 0.093
H -0.006 -2.087 -1.804 0.046
H 1.697 -2.311 -1.498 0.095
H -0.586 0.998 0.188 0.018
H 0.495 0.216 -1.621 0.086
```


The following is a quantum chemistry calculation of the ion C3H7N2S with charge +1 at a distorted geometry, from OMol25.

For the max |F|, the calculation gives 0.1008 Eh/bohr. The gap between HOMO and LUMO (alpha / beta) comes out at 8.846 / 8.853 eV. Its HOMO energy (alpha / beta) is -14.662 / -14.679 eV. The value obtained for the LUMO energy (alpha / beta) is -5.82 / -5.83 eV. The total charge is +1. The spin multiplicity is 1. The energy comes out at -17028.762 eV.

Structure (XYZ):
```
13
Properties=species:S:1:pos:R:3:lowdin_charge:R:1
C -0.018 -0.132 0.101 -0.408
C 2.269 -0.716 0.241 -0.491
C -2.087 1.236 0.169 0.012
N 1.527 -1.026 -1.027 0.066
N -1.176 0.181 -0.357 -0.004
S 1.127 0.351 1.190 1.064
H 2.403 -1.592 1.003 0.118
H 3.178 -0.336 -0.065 0.057
H -1.847 1.503 1.139 0.072
H -3.008 0.771 0.231 0.082
H -2.114 2.130 -0.409 0.105
H 1.404 -2.113 -1.017 0.116
H -1.659 -0.258 -1.199 0.211
```


The following is a quantum chemistry calculation of the ion C7H10N3 with charge +1 at a distorted geometry, from OMol25.

For the max |F|, the calculation gives 0.0841 Eh/bohr. The gap between HOMO and LUMO comes out at 9.601 eV. Its HOMO energy is -14.045 eV. The value obtained for the LUMO energy is -4.44 eV. The total charge is +1. The SMILES is CCc1[nH+]c(C)cn1C#N. The spin multiplicity is 1. The energy comes out at -11883.027 eV.

Structure (XYZ):
```
20
Properties=species:S:1:pos:R:3:lowdin_charge:R:1
C 1.905 -1.087 0.260 -0.211
C -0.449 -1.537 0.505 0.096
C -1.558 -0.875 0.018 -0.263
C 0.168 0.523 -0.173 -0.175
C -2.835 -1.522 -0.022 -0.031
C 2.193 1.742 0.308 -0.059
C 0.936 1.675 -0.594 -0.116
N 2.902 -1.672 0.194 0.268
N 0.638 -0.676 0.265 0.035
N -1.169 0.371 -0.430 0.229
H -0.269 -2.466 0.920 0.134
H -2.655 -2.588 0.159 0.098
H -3.661 -1.165 0.685 0.125
H -3.419 -1.415 -1.010 0.129
H 2.140 0.923 1.005 0.052
H 2.159 2.773 0.698 0.104
H 3.174 1.632 -0.005 0.066
H 1.299 1.700 -1.685 0.174
H 0.298 2.548 -0.359 0.137
H -1.795 1.117 -0.742 0.205
```


The following is a quantum chemistry calculation of a structure of composition C27H44F2N2O11PS5, from OMol25.

For the max |F|, the calculation gives 0.0158 Eh/bohr. The gap between HOMO and LUMO comes out at 7.964 eV. Its HOMO energy is -6.165 eV. The value obtained for the LUMO energy is 1.80 eV. The total charge is -1. The spin multiplicity is 1. The energy comes out at -123116.383 eV.

Structure (XYZ):
```
92
Properties=species:S:1:pos:R:3:lowdin_charge:R:1
C 0.064 -3.687 5.028 -0.100
C -0.565 -3.493 3.635 -0.238
C -0.135 -4.565 2.610 -0.209
C -1.265 -5.062 1.713 -0.195
C -1.889 -4.015 0.769 -0.162
C -0.968 -2.903 0.282 -0.250
C -1.713 -1.773 -0.487 -0.406
O -2.462 -1.176 0.552 0.014
C -2.674 -2.356 -1.597 -0.053
C -4.152 -2.243 -1.312 -0.201
C -4.852 -1.072 -1.605 -0.047
C -6.219 -0.965 -1.375 -0.078
C -6.922 -2.043 -0.851 -0.094
C -6.241 -3.218 -0.557 -0.078
C -4.873 -3.316 -0.789 -0.033
C -0.674 -0.785 -1.135 -0.333
C 0.228 -0.112 -0.100 -0.176
O -0.587 0.777 0.649 -0.188
C 0.165 1.598 1.544 -0.227
C -0.606 1.763 2.838 -0.046
P -1.523 0.664 -1.937 0.844
O -0.668 1.857 -2.122 -0.370
C 0.081 -1.520 -2.289 -0.286
C 1.474 -1.008 -2.637 -0.126
C 1.521 0.189 -3.612 -0.246
C 2.293 1.358 -3.009 -0.478
S 2.377 2.753 -4.150 0.927
C 1.646 4.080 -3.278 -1.142
S 1.067 5.321 -4.168 0.649
N 1.720 3.985 -1.883 -0.195
C 0.466 4.317 -1.185 -0.174
C 0.714 4.889 0.205 -0.200
O 1.539 6.037 0.248 -0.117
C 2.436 6.110 -0.857 -0.176
C 2.860 4.725 -1.276 -0.126
O 0.144 -2.963 -2.101 -0.188
S 0.433 -3.515 -0.647 0.667
O 0.365 -4.939 -0.762 -0.237
O 1.637 -2.918 -0.148 -0.239
H 0.489 -2.747 5.380 0.066
H 0.891 -4.394 4.988 0.066
H -0.670 -3.993 5.771 0.065
H -1.653 -3.474 3.702 0.106
H -0.245 -2.514 3.273 0.094
H 0.233 -5.428 3.168 0.107
H 0.721 -4.204 2.038 0.099
H -0.891 -5.893 1.120 0.098
H -2.055 -5.451 2.359 0.114
H -2.376 -4.531 -0.053 0.097
H -2.679 -3.503 1.323 0.125
H -0.571 -2.403 1.162 0.117
H -2.529 -0.223 0.444 0.076
H -2.412 -3.394 -1.784 0.122
H -2.491 -1.838 -2.538 0.093
H -4.336 -0.227 -2.041 0.080
H -6.732 -0.048 -1.630 0.101
H -7.989 -1.968 -0.691 0.098
H -6.791 -4.064 -0.165 0.100
H -4.379 -4.251 -0.565 0.101
H 1.017 0.462 -0.588 0.118
H 0.717 -0.820 0.571 0.130
H 0.341 2.572 1.084 0.085
H 1.141 1.144 1.730 0.129
H -0.209 2.614 3.390 0.082
H -0.531 0.872 3.458 0.071
H -1.652 1.966 2.611 0.077
H -2.676 0.941 -1.183 0.036
H -2.026 0.152 -3.148 0.041
H -0.526 -1.410 -3.187 0.125
H 1.951 -1.850 -3.138 0.129
H 2.077 -0.810 -1.754 0.113
H 0.532 0.513 -3.934 0.087
H 2.065 -0.131 -4.502 0.105
H 3.303 1.019 -2.775 0.088
H 1.849 1.706 -2.079 0.055
H -0.132 3.415 -1.048 0.077
H -0.148 5.023 -1.750 0.099
H -0.268 5.168 0.596 0.128
H 1.109 4.110 0.865 0.077
H 3.310 6.675 -0.537 0.128
H 1.956 6.650 -1.678 0.098
H 3.717 4.754 -1.945 0.135
H 3.144 4.154 -0.395 0.089
N 5.375 2.058 1.930 -0.313
S 6.906 2.108 2.367 0.482
O 7.118 2.451 3.736 -0.293
O 7.793 2.643 1.385 -0.289
F 7.156 0.542 2.312 -0.195
S 4.616 3.429 1.895 0.469
O 3.202 3.221 1.799 -0.303
O 5.200 4.444 1.075 -0.284
F 4.797 3.986 3.374 -0.189
```


Question: Which of these has the highest energy?
Answer: C4H9N2